(1)
Density functional theory data (ωB97M-V with the def2-TZVPD basis set) for a structure of composition C24H60F4K2N2O20S4 at a distorted geometry.

Its net charge is 0. The LUMO energy is -1.837 eV. Its HOMO energy is -8.11 eV. The value obtained for the frontier orbital gap is 0.2307 Eh. For the relative energy (zero: lowest compared OMol25 entry of this formula, charge and spin), the calculation gives 1.649 eV.

The geometry in XYZ format:
```
116
Properties=species:S:1:pos:R:3:forces:R:3
K 2.2434 -0.9447 -0.7973 -0.23 -0.39 0.32
K 1.8194 2.8533 -1.3253 -0.27 0.61 0.18
N 2.9653 4.6409 4.1368 -0.35 1.81 1.54
S 2.4755 5.8456 5.1373 2.40 1.73 1.45
O 1.8150 5.4533 6.3604 0.06 0.02 -1.48
O 2.1041 7.0713 4.4772 -0.15 -1.11 0.31
F 3.9592 6.2107 5.6757 -0.47 -0.38 -0.39
S 1.6111 4.0261 3.7073 -0.66 -2.53 -1.12
O 0.7472 4.9537 3.0332 -0.55 -0.63 0.46
O 1.1456 2.9946 4.6064 -0.27 1.05 -1.29
F 2.2000 3.1749 2.4252 0.03 -0.10 0.14
N 0.0775 0.7612 -0.4894 -2.11 0.13 -4.19
S -1.1150 0.5977 -1.7353 0.23 -0.66 -3.23
O -1.7141 1.7991 -2.2651 1.03 -1.08 1.18
O -1.8618 -0.6352 -1.7605 0.56 1.35 1.04
F 0.0075 0.2442 -2.8374 0.78 0.28 -0.22
S -0.9726 0.8113 0.6458 -0.47 1.29 8.14
O -1.1786 -0.4756 1.2617 -0.40 0.68 -1.09
O -2.0220 1.8107 0.6259 0.75 -1.65 -1.33
F 0.0223 1.5088 1.7103 -0.04 -0.38 -0.57
C 4.4388 -3.0466 1.0483 0.49 -0.77 -0.17
O 3.5034 -3.3011 0.0008 -0.18 0.75 -0.01
C 4.0816 -3.9225 -1.1505 -1.12 0.81 0.27
C 2.9928 -4.0815 -2.2213 0.77 -1.68 1.18
O 2.3508 -2.8698 -2.5575 0.96 -0.03 -0.71
C 1.9073 -2.8678 -3.9271 0.13 -0.27 0.31
H 4.9110 -2.0589 1.0418 -0.31 0.18 -0.31
H 5.2558 -3.7648 0.9306 0.04 -0.02 0.36
H 3.9551 -3.2025 2.0094 -0.10 0.03 -0.05
H 4.4544 -4.8944 -0.8211 0.17 -0.12 -0.44
H 4.8822 -3.2864 -1.5411 0.20 -0.14 -0.01
H 2.2813 -4.8506 -1.8984 -0.44 0.45 0.38
H 3.5203 -4.6763 -2.9806 -0.10 0.99 -0.89
H 1.4044 -1.9258 -4.1273 -0.36 -0.15 0.23
H 1.2722 -3.7471 -4.0304 -0.33 0.27 -0.48
H 2.7328 -2.9201 -4.6417 0.22 -0.21 0.24
C 2.1133 -6.1747 2.9969 -0.24 -1.05 0.38
O 0.9886 -5.4305 3.3542 -0.09 0.34 0.60
C 0.8158 -4.2218 2.6311 0.08 -1.24 -0.09
C -0.5176 -3.6138 2.9737 0.81 0.87 0.11
O -0.4590 -3.0158 4.2497 -0.03 -0.50 0.37
C -1.5040 -2.0741 4.4744 0.58 -0.24 -0.55
H 1.9317 -6.7554 2.0819 0.22 0.41 -0.33
H 2.2228 -6.9460 3.7646 0.08 0.16 0.08
H 3.0600 -5.6265 2.9653 -0.12 0.28 -0.20
H 0.7888 -4.5460 1.5779 0.17 0.66 -0.17
H 1.6591 -3.5586 2.8597 -0.14 0.19 -0.25
H -1.2611 -4.4118 2.8945 -0.33 0.23 0.04
H -0.6707 -2.7930 2.2618 -0.42 -0.30 -0.33
H -2.4763 -2.5215 4.2520 -0.10 0.07 0.19
H -1.3360 -1.2266 3.8022 -0.26 0.15 0.14
H -1.4216 -1.7658 5.5123 -0.16 0.04 0.00
C -6.8309 4.4801 2.1808 -0.22 0.24 -0.17
O -6.1542 3.2608 2.0080 0.01 -0.73 0.56
C -5.0801 3.3567 1.0961 0.44 0.65 -0.15
C -5.5166 3.4624 -0.3781 0.53 0.72 0.68
O -6.3568 2.4436 -0.8367 0.27 -0.11 0.32
C -7.6715 2.3202 -0.3266 -0.09 -0.54 -0.04
H -7.2169 4.8148 1.2149 -0.02 0.36 0.06
H -6.2171 5.2574 2.6472 0.34 -0.01 -0.28
H -7.6833 4.3799 2.8521 0.02 -0.56 -0.04
H -4.3309 2.5664 1.1665 -0.79 -0.67 0.49
H -4.4866 4.2163 1.4428 0.01 0.36 -0.71
H -4.5962 3.3792 -0.9606 -0.03 -0.03 -0.09
H -5.9047 4.4715 -0.5711 -0.38 -0.10 -0.13
H -7.7979 2.2132 0.7534 0.62 0.17 0.00
H -7.9557 1.3516 -0.7407 -0.63 0.32 -0.19
H -8.3148 3.1486 -0.6390 -0.05 -0.10 -0.31
C 2.5836 1.5232 8.9960 -0.44 -0.26 0.09
O 2.5596 1.1313 7.6463 0.21 0.21 -0.13
C 2.4207 -0.2453 7.4458 -0.42 -0.47 0.99
C 1.7970 -0.5061 6.0977 0.80 1.12 -0.50
O 2.6620 0.0433 5.1040 0.40 -0.27 0.01
C 2.3257 -0.3714 3.8109 -0.14 0.42 0.15
H 1.6742 1.1455 9.4789 -0.08 0.21 0.18
H 2.6051 2.6086 9.0249 -0.05 0.03 -0.05
H 3.4248 1.1395 9.5851 0.25 -0.13 -0.30
H 1.7328 -0.6872 8.1891 -0.22 0.22 0.00
H 3.3602 -0.7615 7.6844 0.21 -0.04 -0.68
H 0.8816 0.0904 6.0380 -0.33 -0.34 0.15
H 1.6149 -1.5676 5.9093 -0.07 -0.09 0.12
H 1.3170 -0.0414 3.5279 -0.20 -0.43 0.17
H 2.4633 -1.4602 3.7676 -0.27 -0.03 -0.49
H 2.9631 0.1545 3.0935 0.36 -0.16 0.20
C -1.5628 -6.0120 -9.1067 0.97 -0.74 -0.53
O -1.8059 -4.8986 -8.2998 -0.55 -0.20 0.02
C -0.6707 -4.1229 -8.0845 0.50 0.72 0.27
C -1.0053 -3.0165 -7.1031 -1.66 0.09 0.00
O -1.3213 -3.5228 -5.8274 0.69 -1.41 0.37
C -1.5851 -2.5812 -4.8469 0.27 1.63 0.26
H -0.9491 -6.7591 -8.5860 -0.12 0.00 0.18
H -0.9839 -5.7745 -10.0109 -0.09 0.35 0.01
H -2.4628 -6.5099 -9.4591 -0.34 0.35 0.39
H -0.3644 -3.6350 -9.0219 0.04 -0.01 -0.03
H 0.2023 -4.6884 -7.7282 -0.20 -0.28 0.07
H -1.9695 -2.5943 -7.4281 0.42 0.48 -0.52
H -0.2331 -2.2380 -7.0777 0.09 -0.09 0.07
H -1.6903 -2.9899 -3.8434 0.09 -0.59 -0.24
H -2.4806 -1.9631 -5.0027 -0.13 -0.27 -0.38
H -0.7569 -1.8557 -4.8028 -0.02 0.04 0.11
C 3.1993 4.7584 -4.6430 -0.78 -0.31 -0.21
O 2.3821 3.8496 -3.9061 0.12 -0.88 0.28
C 1.1256 3.5838 -4.5294 -0.65 0.61 0.24
C 0.1263 4.5944 -4.0047 0.81 1.70 0.23
O 0.0153 4.4108 -2.5967 -0.27 -0.68 -0.09
C -1.1399 5.0133 -2.0328 -0.69 0.43 -0.75
H 2.6100 5.6516 -4.8643 0.34 0.24 0.13
H 3.4742 4.3086 -5.6015 0.22 -0.02 0.07
H 4.0722 4.9687 -4.0349 0.01 0.15 -0.07
H 0.7026 2.6187 -4.2364 0.65 -0.30 -0.01
H 1.2401 3.6243 -5.6139 -0.17 -0.03 -0.04
H -0.8128 4.7020 -4.5519 -0.27 -0.83 0.24
H 0.5674 5.5974 -4.1089 0.07 0.02 -0.26
H -2.0563 4.5639 -2.4274 0.11 -0.42 0.19
H -1.2235 6.0574 -2.3556 0.36 0.15 0.33
H -1.1215 4.9371 -0.9507 0.17 -0.05 0.00
```
Positions in Å, forces in eV/Å.

(2)
Density functional theory data (ωB97M-V with the def2-TZVPD basis set) for a cluster of 5 separate species, C24H60F6N4O8P in total at a distorted geometry.

Its net charge is -1. The LUMO energy is 2.336 eV. Its HOMO energy is -5.35 eV. The value obtained for the frontier orbital gap is 0.2824 Eh. For the relative energy (zero: lowest compared OMol25 entry of this formula, charge and spin), the calculation gives 0.000 eV.

The geometry in XYZ format:
```
103
Properties=species:S:1:pos:R:3:forces:R:3
P 1.9542 -1.5679 0.3505 0.03 -1.28 -0.34
F 1.8868 -0.1826 -0.4335 -1.37 0.97 -1.53
F 1.8905 -2.3576 -1.0571 -0.16 -0.20 0.98
F 3.5421 -1.4510 0.2617 1.94 -0.64 -0.90
F 2.1423 -2.9466 1.1606 -0.27 -0.10 0.28
F 2.1039 -0.6632 1.6244 -1.21 0.25 2.69
F 0.3014 -1.7529 0.5338 1.12 0.84 -0.32
C -0.7092 -0.7560 3.4829 -1.65 0.15 -0.43
O -2.0771 -0.2753 3.7880 1.80 0.45 0.32
C -2.9833 -1.3276 3.9788 1.17 -0.58 -0.53
C -4.3281 -0.7730 4.2337 -2.62 -0.53 0.72
N -4.5924 -0.3687 5.6103 2.47 0.59 0.97
C -5.8870 0.0654 5.9963 -1.01 1.55 -1.18
C -5.9854 1.2700 6.9963 0.75 0.53 0.51
O -5.0299 2.3481 6.7340 0.13 -0.46 -0.28
C -5.2467 3.6138 7.3586 -0.78 -0.07 -0.27
H -0.1497 -1.1305 4.3401 -0.41 -0.18 0.27
H -0.1046 0.0358 3.0406 -0.42 0.13 -0.04
H -0.8941 -1.5245 2.7324 0.72 -0.17 -0.01
H -2.6140 -2.0444 4.7122 -0.23 0.25 0.87
H -2.9811 -1.9776 3.1038 -0.34 0.16 -0.71
H -5.0980 -1.5286 4.0775 0.18 -0.59 -0.39
H -4.6242 -0.0094 3.5144 0.45 0.47 -0.24
H -3.9503 0.3854 5.8085 0.25 0.09 0.25
H -6.5179 -0.7908 6.2352 -0.10 0.09 0.87
H -6.4033 0.4734 5.1273 -0.22 0.21 -0.62
H -5.8164 0.9798 8.0333 -0.05 -0.28 0.13
H -6.9755 1.7203 6.9248 -0.28 -0.30 -0.04
H -5.5128 3.6002 8.4155 0.26 -0.59 0.29
H -6.0659 4.1714 6.9046 -0.39 -0.20 -0.40
H -4.4012 4.2910 7.2377 0.42 -0.62 -0.09
C -0.5492 -0.1718 -6.6920 0.91 -0.10 0.37
O -0.2065 -0.5782 -5.3841 -1.22 1.19 1.74
C -0.7990 0.2470 -4.2903 1.43 0.48 -1.01
C -0.1739 0.0044 -2.9196 -0.49 -1.30 -0.91
N 0.0129 -1.4165 -2.6860 0.23 0.31 0.38
C -1.2098 -2.1980 -2.7547 -1.08 1.08 -0.67
C -0.9232 -3.7048 -2.7596 0.80 2.00 1.48
O -0.2518 -4.0330 -3.9535 -2.28 -0.82 -0.57
C -1.2641 -4.2623 -5.0099 2.11 -0.39 0.95
H 0.2914 -0.5630 -7.2652 -0.43 -0.42 -0.51
H -0.5084 0.8949 -6.9122 -0.08 0.50 0.59
H -1.5270 -0.5195 -7.0253 -0.08 -0.34 -0.07
H -1.8839 0.1614 -4.2298 -0.09 -0.20 -0.34
H -0.5186 1.2797 -4.4978 -0.43 0.31 -0.46
H -0.8347 0.3424 -2.1214 -0.67 0.84 -0.14
H 0.7761 0.5039 -2.7290 0.03 -0.04 -0.53
H 0.2520 -1.2905 -1.7128 0.40 -1.48 0.16
H -1.8154 -1.8934 -3.6083 0.62 -0.38 -1.07
H -1.9505 -1.7729 -2.0773 -0.17 -0.76 1.51
H -1.7505 -4.3313 -2.4261 -0.56 -0.18 -0.86
H -0.2763 -3.7690 -1.8847 0.86 -0.49 -0.33
H -1.7043 -3.3445 -5.3998 0.12 0.07 0.10
H -2.0260 -4.9565 -4.6554 -0.18 0.06 0.11
H -0.6547 -4.7811 -5.7498 -0.36 0.21 -0.41
C 3.4280 0.3595 -6.0796 0.46 -1.11 2.09
O 2.8110 -0.1226 -4.7992 0.11 1.16 -2.23
C 3.5582 0.2276 -3.6389 0.00 -0.50 -0.41
C 4.5019 -0.9175 -3.2863 -0.41 1.34 0.29
N 3.7998 -2.1285 -2.8508 1.96 1.24 -1.12
C 4.7332 -3.1975 -3.1331 -1.36 -1.61 0.52
C 4.0332 -4.4293 -2.5711 -0.80 -0.28 0.66
O 2.7694 -4.6203 -3.1804 -0.15 -1.23 -1.29
C 2.0854 -5.8135 -2.7528 0.81 0.92 -0.12
H 3.6076 1.4346 -6.0813 -0.47 0.18 0.04
H 2.9369 0.0014 -6.9844 -0.83 0.16 0.54
H 4.4145 -0.0931 -6.1794 0.36 -0.09 0.23
H 2.9104 0.4121 -2.7818 -0.53 -0.36 -0.18
H 4.0388 1.1947 -3.7865 0.61 0.05 -0.16
H 5.1138 -0.5595 -2.4583 0.56 0.18 0.09
H 5.1576 -1.1031 -4.1369 -0.01 -0.16 -0.09
H 3.8217 -2.0439 -1.8446 -0.69 -0.17 0.19
H 5.7101 -3.1003 -2.6594 0.35 0.12 0.36
H 4.9401 -3.3085 -4.1975 -0.35 0.04 -0.18
H 3.7270 -4.2741 -1.5366 0.82 0.39 0.61
H 4.6524 -5.3263 -2.5723 0.17 -0.32 -0.40
H 1.3671 -5.5340 -1.9821 -0.05 -0.21 0.13
H 2.8061 -6.5406 -2.3785 0.07 -0.10 0.32
H 1.5763 -6.3049 -3.5819 -0.10 0.43 -0.17
C 4.2758 4.0876 0.9801 2.42 1.10 0.74
O 2.9508 4.3573 1.2581 0.12 0.39 -0.21
C 2.0764 3.5152 0.5942 -2.21 -1.37 0.60
C 1.1803 2.7343 1.6495 1.74 -0.71 -2.09
N 0.0466 3.3656 2.2393 -0.82 0.30 -0.07
C 0.1604 4.7015 2.7415 0.12 1.32 0.42
C -1.1413 5.4513 3.0868 0.53 0.97 -3.33
O -1.7864 5.2522 4.2326 -1.48 -3.39 2.92
C -2.5242 3.9455 4.1859 -0.62 2.54 0.70
H 4.8520 3.8765 1.8810 -0.30 -0.43 0.52
H 4.7839 5.0006 0.6698 -0.13 0.31 -0.55
H 4.5852 3.3117 0.2799 -0.90 -0.19 -0.25
H 2.6428 2.8112 -0.0154 -0.16 -0.50 0.32
H 1.4333 3.9983 -0.1415 -0.14 0.72 0.11
H 1.9373 2.3074 2.3074 0.02 0.13 0.74
H 0.8311 1.8684 1.0870 -0.21 -0.16 0.00
H -0.4036 2.7269 2.8792 0.09 0.07 -0.04
H 0.6450 5.3211 1.9869 -0.10 -0.09 -0.35
H 0.8310 4.8531 3.5873 0.26 -0.39 0.58
H -1.8841 5.3063 2.3023 0.08 -0.43 -0.88
H -1.0158 6.5323 3.0243 0.86 0.20 0.09
H -1.9659 3.0269 4.0051 0.22 0.35 0.31
H -3.3007 4.0755 3.4321 0.16 -0.22 -0.47
H -3.0876 3.9872 5.1180 0.38 -0.71 0.17
```
Positions in Å, forces in eV/Å.

(3)
Density functional theory data (ωB97M-V with the def2-TZVPD basis set) for a cluster of 7 separate species, C24H60N2O10 in total at a distorted geometry.

Its net charge is 0. The LUMO energy is -0.046 eV. Its HOMO energy is -8.39 eV. The value obtained for the frontier orbital gap is 0.3066 Eh. Its SMILES is CC1(C)CCCC(C)(C)N1O.CC1(C)CCCC(C)(C)N1O.OCCO.OCCO.OCCO.O.O. For the relative energy (zero: lowest compared OMol25 entry of this formula, charge and spin), the calculation gives 0.802 eV.

The geometry in XYZ format:
```
96
Properties=species:S:1:pos:R:3:forces:R:3
C -4.9940 1.9816 -2.6217 1.80 0.39 0.42
C -5.8466 1.4839 -1.4700 -2.04 0.11 -0.18
C -7.1836 2.3601 -1.3560 1.61 -0.65 1.44
C -6.3155 0.0694 -1.8728 -0.69 -0.79 -0.23
C -6.8414 -0.8156 -0.7610 -0.06 1.36 0.75
C -5.8480 -0.8414 0.3918 -0.37 0.12 0.16
C -5.4321 0.5470 0.9843 -1.94 0.07 -0.28
C -6.5945 1.1220 1.8778 0.30 0.17 -0.33
C -4.3026 0.2561 1.9626 1.19 0.85 -1.16
N -5.0671 1.4603 -0.2019 -0.68 -3.53 0.15
O -4.5823 2.6982 0.1645 0.32 0.56 0.02
H -4.2255 1.2488 -2.8677 -0.01 -0.37 0.00
H -5.4265 2.2700 -3.5797 -0.67 -0.05 0.40
H -4.3935 2.8182 -2.2644 -0.23 0.47 -0.24
H -7.7242 1.8420 -0.5638 -0.73 -0.05 -0.40
H -6.9576 3.3081 -0.8678 0.14 0.30 -0.49
H -7.7303 2.4810 -2.2912 0.08 -0.11 0.17
H -7.1806 0.2065 -2.5215 0.22 0.19 -0.51
H -5.5787 -0.4946 -2.4447 0.37 0.24 0.01
H -7.7589 -0.3414 -0.4125 -0.14 0.22 0.37
H -7.2351 -1.7904 -1.0490 0.70 -0.20 -0.34
H -4.9297 -1.3646 0.1250 0.01 -0.17 -0.14
H -6.3674 -1.4058 1.1662 0.47 -0.04 0.48
H -6.5389 0.8621 2.9349 0.56 -0.32 0.01
H -7.5884 0.7601 1.6143 -0.06 0.43 -0.55
H -6.4910 2.2070 1.8702 -0.47 0.10 -0.19
H -4.5840 -0.5083 2.6870 -0.02 0.06 -0.20
H -3.9322 1.1452 2.4729 -0.39 0.12 0.21
H -3.4478 -0.0483 1.3587 0.23 -0.53 0.16
H -3.7678 2.6067 -0.3353 0.58 1.04 0.47
C 3.4162 2.4736 1.1695 1.54 -0.71 -0.77
C 3.6819 1.6235 2.4182 -2.69 -0.52 0.01
C 3.1329 2.5660 3.5903 1.99 -1.80 0.86
C 2.6836 0.3972 2.2545 1.28 -0.04 1.49
C 3.0115 -0.6141 3.3837 -0.21 0.51 -0.09
C 4.4985 -1.0693 3.4137 -0.92 0.79 0.41
C 5.5123 0.0797 3.4913 0.22 -0.31 -0.52
C 5.6007 0.6188 4.9302 -0.34 -0.41 0.29
C 6.9705 -0.4510 3.1198 -0.93 0.71 0.29
N 5.0869 1.1217 2.5108 -2.74 -2.78 -0.52
O 5.9591 2.1084 2.4709 2.14 2.73 -0.22
H 2.4101 2.8907 1.1252 0.17 0.05 0.32
H 4.1979 3.2215 1.0362 -0.29 0.38 0.16
H 3.5370 1.8140 0.3102 -0.09 -0.01 -0.25
H 2.0736 2.8230 3.5925 0.32 0.50 -0.85
H 3.2409 2.0970 4.5683 0.03 -0.45 0.08
H 3.8909 3.3450 3.6719 -0.75 0.91 -0.20
H 1.6789 0.8124 2.3340 -0.09 -0.13 0.21
H 2.7105 -0.1121 1.2912 0.51 0.26 -0.21
H 2.7542 -0.1523 4.3369 0.23 0.31 0.17
H 2.3305 -1.4651 3.3947 0.17 -0.31 -0.44
H 4.7009 -1.6997 2.5478 0.14 -0.21 0.21
H 4.6026 -1.5514 4.3857 0.21 -0.87 -0.35
H 4.6352 0.6686 5.4337 -0.32 0.75 -0.46
H 6.1565 1.5564 4.9390 -0.16 0.06 0.36
H 6.0634 -0.0732 5.6339 0.78 -0.17 -0.43
H 7.0923 -0.8531 2.1140 -0.44 0.07 -0.07
H 7.2586 -1.2247 3.8315 -0.14 -0.04 0.05
H 7.6857 0.3652 3.2215 -0.03 0.03 0.03
H 5.7973 2.6179 3.2683 0.40 0.70 0.40
O 3.4026 2.7946 -5.5615 -0.26 0.13 -0.31
C 2.4782 3.8111 -5.2437 -0.15 0.78 0.86
C 1.0424 3.4379 -4.9231 -0.90 0.29 -0.25
O 0.6498 3.1756 -3.5730 0.83 -0.08 -0.15
H 3.4565 2.1608 -4.8425 -0.03 -0.01 0.17
H 2.8168 4.4548 -4.4319 0.30 -0.27 0.67
H 2.4407 4.5795 -6.0158 0.15 -0.68 -0.80
H 0.6632 2.6204 -5.5363 0.23 -0.07 -0.37
H 0.4667 4.3275 -5.1786 -0.14 -0.01 -0.08
H 1.0379 2.3285 -3.3418 -0.02 -0.17 0.32
O 2.5631 -0.7429 -3.2578 0.09 1.88 0.08
C 3.5995 -1.6783 -3.1308 -0.80 -1.91 -0.32
C 4.9373 -1.0831 -2.7175 0.06 0.28 -0.08
O 6.0719 -1.9347 -2.9928 -1.08 0.27 0.43
H 1.7372 -1.1075 -3.5843 0.28 -0.41 0.01
H 3.2459 -2.4146 -2.4091 0.43 -0.19 0.57
H 3.6481 -2.2834 -4.0362 0.67 0.24 -0.42
H 4.8994 -0.8985 -1.6439 0.00 0.28 0.04
H 5.1078 -0.1299 -3.2180 -0.12 0.01 -0.11
H 6.2841 -2.2690 -2.1183 0.42 -0.35 -0.21
O -1.9238 -6.8953 2.4035 1.06 0.78 0.59
C -0.7819 -5.9986 2.2998 -0.49 -0.63 -0.20
C -0.0855 -6.1378 0.9434 0.42 0.54 0.99
O -0.9170 -5.6264 -0.0537 -0.85 -0.17 -1.15
H -2.4175 -6.9131 1.5804 0.16 0.36 -0.25
H -1.0101 -4.9431 2.4478 -0.87 0.28 -0.52
H -0.1577 -6.1072 3.1868 0.26 -1.07 -0.19
H 0.1480 -7.1619 0.6521 -0.14 -0.09 0.31
H 0.8507 -5.5805 0.9756 0.27 0.01 0.07
H -0.8680 -4.6734 -0.1579 0.17 0.05 0.33
O -1.6014 -1.2006 -1.1948 0.20 -0.17 0.19
H -1.6305 -1.3843 -2.1337 -0.01 -0.07 -0.31
H -2.2643 -0.5229 -1.0622 -0.26 0.23 0.10
O -1.5987 -1.9248 -5.6945 0.13 0.07 0.27
H -1.6251 -2.7734 -6.1367 0.02 -0.25 -0.08
H -2.1717 -1.3639 -6.2173 -0.13 0.19 -0.12
```
Positions in Å, forces in eV/Å.

- Which of these has the lowest HOMO?
  C24H60N2O10